A molecular structure, C31H43FeO6P2Si. Source: the Open Molecules 2025 dataset; level of theory: wB97M-V/def2-TZVPD.

Last column: Löwdin charge in e.
Atoms and positions in Å:
Fe1 -0.0651 0.6179 -0.5185  0.859
O1 3.6397 -0.7602 0.5464  0.086
C1 2.4555 -1.0290 0.5809  -0.616
O2 1.5533 -0.5767 -0.2125  -0.173
C2 1.9285 -2.0073 1.6166  -0.131
C3 2.6888 -3.1366 1.8873  -0.010
C4 2.2490 -4.0728 2.8054  -0.064
C5 1.0512 -3.8699 3.4699  -0.069
C6 0.2983 -2.7376 3.2158  -0.107
C7 0.7166 -1.7973 2.2766  -0.278
P1 -0.1801 -0.2184 2.0097  1.158
C8 -1.8104 -0.5864 2.7331  -0.371
C9 -2.4763 0.3539 3.5105  -0.070
C10 -3.7685 0.1065 3.9382  -0.072
C11 -4.3978 -1.0811 3.6034  -0.080
C12 -3.7460 -2.0168 2.8164  -0.074
C13 -2.4647 -1.7639 2.3683  -0.147
C14 0.6020 0.7450 3.3708  -0.330
C15 1.0116 2.0512 3.1313  -0.078
C16 1.5228 2.8208 4.1631  -0.068
C17 1.6362 2.2908 5.4363  -0.080
C18 1.2606 0.9778 5.6705  -0.076
C19 0.7523 0.2026 4.6453  -0.077
H1 3.6252 -3.2687 1.3677  0.121
H2 2.8375 -4.9550 3.0065  0.105
H3 0.6973 -4.5925 4.1923  0.106
H4 -0.6278 -2.5880 3.7529  0.098
H5 -1.9781 1.2747 3.7751  0.110
H6 -4.2885 0.8423 4.5320  0.105
H7 -5.4031 -1.2779 3.9399  0.102
H8 -4.2363 -2.9428 2.5521  0.107
H9 -1.9641 -2.4721 1.7222  0.108
H10 0.9031 2.4668 2.1422  0.067
H11 1.8219 3.8401 3.9708  0.107
H12 2.0114 2.8988 6.2466  0.103
H13 1.3586 0.5574 6.6606  0.104
H14 0.4715 -0.8218 4.8400  0.098
C20 -3.5747 -2.0158 -3.0188  -0.171
Si1 -1.9398 -1.4433 -2.1871  0.475
C21 -0.9687 -0.3542 -3.4126  -0.165
C22 -0.9142 -2.9829 -1.6941  -0.168
C23 -2.1976 -0.3891 -0.6779  -0.131
H15 -3.4001 -2.3849 -4.0250  0.025
H16 -4.2795 -1.1939 -3.0888  0.017
H17 -4.0490 -2.8091 -2.4510  0.020
H18 -0.9403 -0.7757 -4.4118  0.036
H19 0.0579 -0.2343 -3.0678  0.009
H20 -1.4049 0.6390 -3.4761  0.022
H21 -0.6271 -3.5743 -2.5580  0.027
H22 -1.4657 -3.6359 -1.0242  0.023
H23 -0.0042 -2.6743 -1.1849  0.008
H24 -2.6513 -0.8030 0.2064  -0.016
H25 -2.4993 0.6378 -0.8395  -0.018
C24 -2.4137 4.7510 -2.7175  -0.023
C25 -2.6385 3.6032 -1.7346  -0.627
C26 -3.8071 2.7383 -2.2244  -0.026
C27 -2.9263 4.1156 -0.3263  -0.029
O3 -1.4708 2.7642 -1.7067  -0.203
P2 -0.0936 3.2801 -0.9887  0.301
O4 0.1767 4.7203 -1.0429  -0.230
O5 -0.0841 2.5658 0.3593  -0.338
O6 0.8485 2.3248 -1.9427  -0.219
C28 2.2627 2.5635 -2.1035  -0.613
C29 2.8977 2.8336 -0.7423  -0.019
C30 2.4435 3.7396 -3.0637  -0.019
C31 2.8196 1.2753 -2.7136  -0.017
H26 -3.2851 5.3997 -2.7561  0.090
H27 -2.2315 4.3420 -3.7073  0.090
H28 -1.5452 5.3264 -2.4179  0.068
H29 -4.6816 3.3662 -2.3791  0.090
H30 -4.0686 1.9703 -1.5007  0.072
H31 -3.5496 2.2583 -3.1642  0.084
H32 -3.8494 4.6911 -0.3019  0.093
H33 -2.0972 4.7344 0.0038  0.075
H34 -3.0181 3.2710 0.3552  0.087
H35 2.4429 3.7119 -0.2889  0.078
H36 3.9674 2.9937 -0.8450  0.099
H37 2.7367 1.9767 -0.0880  0.075
H38 1.9930 4.6295 -2.6360  0.072
H39 1.9478 3.5124 -4.0047  0.090
H40 3.4974 3.9221 -3.2574  0.091
H41 2.6556 0.4511 -2.0212  0.060
H42 3.8863 1.3733 -2.8992  0.096
H43 2.3077 1.0657 -3.6513  0.086

Results
Gap between HOMO and LUMO (alpha / beta) = 0.3344 / 0.2631 Eh
E_HOMO (alpha / beta) = -0.31577 / -0.33457 Eh
ΔE to the lowest compared entry with this formula, charge and spin = 174.83 kJ/mol
LUMO energy (alpha / beta) = 0.51 / -1.94 eV
⟨S²⟩ = 8.76
Net charge = 0
2S+1 = 6


2 unconnected molecules or ions with the total composition C11H14N2O. Source: the Open Molecules 2025 dataset; level of theory: wB97M-V/def2-TZVPD.

Last column: Löwdin charge in e.
Atoms and positions in Å:
C1 -4.4385 -1.3670 -0.7018  -0.044
C2 -0.5298 -1.0141 -2.3751  -0.322
C3 -1.4823 -1.7282 -3.0733  -0.004
C4 -0.8384 -0.2554 -1.2558  -0.040
C5 -2.7111 -1.9174 -2.4556  -0.028
C6 -2.1510 -0.3020 -0.7681  -0.057
C7 -3.0339 -1.2287 -1.2805  -0.284
O1 0.7901 -1.1926 -2.7619  0.031
H1 1.3386 -0.9015 -2.0310  0.080
H2 -1.3075 -2.2181 -4.0181  0.121
H3 -0.0804 0.3792 -0.8108  0.094
H4 -3.4556 -2.5925 -2.8363  0.116
H5 -2.4446 0.4276 -0.0201  0.109
H6 -5.1519 -1.0301 -1.4556  0.083
H7 -4.5226 -0.6156 0.0768  0.067
H8 -4.6216 -2.3805 -0.3682  0.080
C8 1.7011 1.4079 3.6390  0.022
C9 3.7223 0.7942 2.0855  0.089
C10 2.4667 1.4216 2.3828  -0.221
C11 3.2479 2.3311 0.6299  -0.032
N1 4.1580 1.3360 0.9410  0.136
N2 2.2182 2.3559 1.4460  0.167
H9 4.1759 -0.0835 2.5335  0.164
H10 5.1620 1.4077 0.7991  0.189
H11 1.2919 2.3858 3.8434  0.105
H12 2.4246 1.0647 4.3857  0.104
H13 3.1712 2.8474 -0.3119  0.156
H14 0.9007 0.6682 3.7616  0.119

Results
Gap between HOMO and LUMO (alpha / beta) = 0.2159 / 0.0829 Eh
E_HOMO (alpha / beta) = -0.38211 / -0.38201 Eh
ΔE to the lowest compared entry with this formula, charge and spin = 238.03 kJ/mol
LUMO energy (alpha / beta) = -4.52 / -8.14 eV
⟨S²⟩ = 0.76
Net charge = +1
2S+1 = 2


A molecular structure, C35H30BBrF4IrN5O2SbSe2. Source: the Open Molecules 2025 dataset; level of theory: wB97M-V/def2-TZVPD.

Last column: Löwdin charge in e.
Atoms and positions in Å:
Ir1 0.1072 0.1450 0.3480  1.416
C1 0.9899 -2.3002 2.7142  -0.020
C2 0.3515 -1.0693 3.2827  -0.272
C3 0.1754 -1.1069 4.6621  0.006
C4 -0.3463 -0.0404 5.3507  0.008
C5 -0.7184 1.0561 4.5988  -0.105
C6 -0.5927 1.0284 3.2228  -0.432
N1 -0.0297 -0.0008 2.5359  -0.050
Sb1 -1.6827 2.5989 2.3118  1.659
C7 -2.5857 1.3708 0.8236  -0.397
C8 -3.9490 1.5765 0.7926  -0.103
C9 -4.7289 0.9157 -0.1382  0.011
C10 -4.0721 0.1191 -1.0398  0.002
C11 -2.6913 -0.0701 -0.9885  -0.268
C12 -2.1954 -0.9707 -2.0962  -0.018
N2 -1.9370 0.5319 -0.0284  -0.047
C13 -0.0665 3.1073 1.0065  -0.417
C14 0.1824 4.4657 0.9508  -0.107
C15 1.1427 4.9651 0.0893  -0.009
C16 1.8264 4.0504 -0.6695  -0.004
C17 1.5708 2.6816 -0.5839  -0.255
C18 2.4701 1.8669 -1.4717  -0.012
N3 0.6080 2.2007 0.2541  -0.060
H1 1.6295 -2.7479 3.4719  0.102
H2 1.6017 -2.0933 1.8486  0.008
H3 0.2208 -3.0318 2.4576  0.099
H4 0.4651 -2.0087 5.1822  0.133
H5 -0.4838 -0.0703 6.4225  0.137
H6 -1.1783 1.9130 5.0723  0.104
H7 -4.4075 2.2354 1.5175  0.104
H8 -5.8036 1.0311 -0.1613  0.136
H9 -4.6182 -0.4068 -1.8107  0.133
H10 -2.8712 -1.8232 -2.1714  0.105
H11 -1.1916 -1.3470 -1.9987  0.045
H12 -2.2671 -0.4229 -3.0375  0.109
H13 -0.3920 5.1334 1.5794  0.094
H14 1.3489 6.0246 0.0182  0.131
H15 2.5955 4.3707 -1.3589  0.133
H16 3.4806 2.2669 -1.3903  0.106
H17 2.1613 1.9965 -2.5103  0.106
H18 2.5006 0.8105 -1.2688  0.035
Se1 3.6556 -4.0686 0.5753  0.601
Se2 2.4632 -2.5853 -0.7979  1.081
C19 3.0551 -0.9932 0.1506  -0.506
C20 4.4256 -0.8387 0.1759  -0.095
C21 4.9643 0.1855 0.9389  0.012
C22 4.1002 0.9614 1.6895  0.014
C23 2.7397 0.7558 1.5727  -0.092
N4 2.1937 -0.1782 0.7652  -0.092
C24 0.6557 -3.0037 -0.1743  -0.486
C25 0.4103 -4.3547 -0.1310  -0.102
C26 -0.8676 -4.7914 0.2121  0.014
C27 -1.8241 -3.8403 0.4735  0.027
C28 -1.4810 -2.4996 0.3793  -0.100
N5 -0.2572 -2.0502 0.0583  -0.034
H19 5.0646 -1.5229 -0.3651  0.106
H20 6.0342 0.3412 0.9695  0.138
H21 4.4600 1.7350 2.3530  0.134
H22 2.0456 1.3623 2.1328  0.113
H23 1.1909 -5.0686 -0.3454  0.073
H24 -1.0828 -5.8494 0.2774  0.137
H25 -2.8334 -4.0965 0.7634  0.143
H26 -2.2206 -1.7618 0.6214  0.099
F1 -2.4929 -1.1320 2.6851  0.063
B1 -3.5633 -0.7173 3.5583  -1.262
F2 -4.7631 -1.0319 2.9533  0.146
F3 -3.3673 -1.3270 4.7817  0.148
F4 -3.4237 0.6885 3.6859  0.051
Br1 -0.3377 1.5306 -8.3524  0.819
C29 -0.0145 1.0009 -6.5797  -0.678
C30 0.6318 -0.2035 -6.3325  -0.094
C31 0.8707 -0.5873 -5.0252  0.005
C32 0.4547 0.2208 -3.9700  -0.151
C33 -0.1983 1.4251 -4.2324  -0.017
C34 -0.4278 1.8217 -5.5365  -0.099
C35 0.7007 -0.2117 -2.5760  -0.590
O1 1.4540 -1.1775 -2.3374  -0.145
O2 0.0971 0.4526 -1.6709  -0.194
H27 0.9438 -0.8285 -7.1571  0.112
H28 1.3802 -1.5181 -4.8172  0.123
H29 -0.5295 2.0484 -3.4119  0.124
H30 -0.9259 2.7567 -5.7508  0.110

Results
Gap between HOMO and LUMO (alpha / beta) = 0.2524 / 0.1741 Eh
E_HOMO (alpha / beta) = -0.49187 / -0.49187 Eh
ΔE to the lowest compared entry with this formula, charge and spin = 8.85 kJ/mol
LUMO energy (alpha / beta) = -6.52 / -8.65 eV
⟨S²⟩ = 0.75
Net charge = +2
2S+1 = 2


A single C5H9N molecule. Source: the Open Molecules 2025 dataset; level of theory: wB97M-V/def2-TZVPD.

Last column: Löwdin charge in e.
Atoms and positions in Å:
C1 3.0807 0.3656 0.2458  -0.024
C2 1.8637 0.9321 0.2175  -0.213
C3 0.7606 0.3261 -0.6433  -0.129
C4 -0.4366 0.0869 -0.0828  -0.183
N1 -1.4833 -0.7461 -0.5308  -0.088
C5 -2.5883 -0.8994 0.3995  -0.118
H1 3.9448 0.9140 0.5889  0.045
H2 3.1307 -0.5608 -0.3311  0.057
H3 1.6067 1.9261 0.6005  0.092
H4 1.1944 0.1529 -1.6639  0.114
H5 -0.6857 0.7079 0.7895  0.117
H6 -1.6049 -0.4759 -1.5012  0.122
H7 -3.5005 -0.5368 -0.0610  0.075
H8 -2.5396 -0.2698 1.2569  0.061
H9 -2.7428 -1.9227 0.7155  0.072

Results
Gap between HOMO and LUMO = 0.3344 Eh
E_HOMO = -0.29191 Eh
ΔE to the lowest compared entry with this formula, charge and spin = 234.58 kJ/mol
LUMO energy = 1.16 eV
Net charge = 0
SMILES = C=C/C=C/NC